Record 1
The following is a quantum chemistry calculation of an isolated molecule of C7H9NOS in a non-equilibrium geometry, from the Open Molecules 2025 dataset.

Geometry as XYZ:
```
19
Properties=species:S:1:pos:R:3:forces:R:3
C 2.2587 -1.0928 -1.1400 -1.81 -0.99 1.78
S 2.5788 0.1459 0.2508 -0.75 -0.98 -0.30
C 1.0681 0.4560 0.9447 -4.43 -1.10 -4.28
C 0.7973 1.7805 1.5213 1.44 -0.96 1.76
C -0.4777 -0.2675 0.2604 4.30 3.46 2.22
C -0.4069 -1.6122 0.3429 1.16 -2.18 0.27
N -0.0039 -2.6868 0.5110 -0.48 -0.43 -0.18
C -1.6110 0.5484 -0.0336 0.59 1.66 0.65
C -2.6645 -0.2399 -0.7987 0.83 -1.09 2.38
O -1.6231 1.7864 0.1345 -0.57 -1.65 -0.35
H 2.3179 -2.1983 -0.7246 -0.01 2.42 -1.08
H 2.8673 -0.8352 -1.9918 0.73 -0.10 0.17
H 1.1989 -0.8452 -1.4392 1.03 -0.53 0.41
H 0.0209 1.6688 2.2503 -0.76 0.32 0.08
H 0.5361 2.4293 0.7176 -0.52 0.52 -0.58
H 1.6623 2.1618 2.0577 0.35 0.25 -0.10
H -2.1832 -0.1783 -1.7369 -0.14 -0.73 -1.58
H -3.5861 0.2734 -0.7894 -1.03 0.51 -0.07
H -2.7499 -1.2945 -0.3370 0.07 1.60 -1.22
```
Positions in Å, forces in eV/Å.

For the HOMO energy (alpha / beta), the calculation gives -8.2 / -8.2 eV. Its structure (SMILES) is CS/C(C)=C(\C#N)C(C)=O. The energy above the lowest of the compared OMol25 structures with the same formula, charge and spin is 78.3 kcal per mole. For the LUMO energy (alpha / beta), the calculation gives -1.564 / -1.563 eV. As for the molar mass: 155.22 g/mol. The value obtained for the max |F| is 6.255 eV/A. As for the charge: 0. The total energy is -800.15943 hartree.

***

Record 2
The following is a quantum chemistry calculation of a structure of composition C28H55CoO2Si4Te in a non-equilibrium geometry, from the Open Molecules 2025 dataset.

Geometry as XYZ:
```
91
Properties=species:S:1:pos:R:3:forces:R:3
O -7.3369 2.7175 -2.6438 -1.07 -0.07 -0.26
C -8.5151 1.9090 -2.3561 0.18 -0.23 0.24
C -9.3972 2.6289 -3.3749 0.91 0.21 0.14
H -8.8436 2.0401 -1.3211 0.17 -0.18 -0.03
H -8.3424 0.8547 -2.5882 0.09 0.06 0.24
C -8.1169 3.4825 -3.6101 -0.50 0.26 -0.42
H -10.2283 3.1828 -2.9451 -0.09 -0.07 -0.15
H -9.6886 2.0239 -4.2303 -0.15 0.07 0.03
C -8.2930 4.9301 -3.1964 0.17 0.17 0.03
H -8.7399 5.0089 -2.1987 0.14 -0.04 -0.14
H -8.9538 5.4376 -3.9113 0.09 -0.09 0.13
H -7.3272 5.4491 -3.2012 -0.15 -0.07 0.08
C -7.5480 3.3735 -5.0096 0.17 0.06 -0.06
H -7.4404 2.3263 -5.3138 0.04 0.18 0.09
H -6.5693 3.8670 -5.0552 -0.12 -0.16 -0.03
H -8.2162 3.8765 -5.7201 0.10 -0.09 0.11
Co 0.3968 0.0509 -0.3503 -1.87 0.50 -0.05
C 1.1935 -1.3421 -1.5856 -0.53 -1.64 -1.24
C 0.6025 -2.4641 -0.8537 -0.04 0.86 -1.83
C -0.8018 -2.4051 -1.0462 0.45 -0.19 -0.30
H 1.1539 -3.2694 -0.3762 -0.28 0.51 0.15
C -1.1092 -1.3502 -1.9298 1.08 -0.21 -0.53
C 0.1079 -0.6641 -2.2857 0.00 -1.50 -0.23
H 0.2349 0.0218 -3.1290 -0.09 -0.11 0.56
H 2.2504 -1.2064 -1.8153 -0.27 -0.05 0.20
H -1.5177 -3.0911 -0.5946 0.16 0.22 -0.12
H -2.0573 -1.2332 -2.4479 0.02 0.35 0.48
C 1.6673 1.8099 0.6770 -0.70 1.42 -1.38
C 1.2986 1.7897 -0.7367 0.27 1.94 1.08
C -0.0924 2.2220 -0.8106 1.09 0.38 0.49
H 1.9895 1.7182 -1.5747 -0.18 -0.08 0.19
C -0.5190 2.5333 0.5140 0.80 0.10 -0.17
C 0.5441 2.2967 1.4116 0.42 0.29 -0.78
H 0.5315 2.4896 2.4823 -0.09 -0.30 -0.23
H 2.6698 1.6648 1.0639 -0.48 -0.32 -0.05
H -0.6052 2.5025 -1.7313 0.10 -0.40 0.34
H -1.4711 2.9842 0.7832 0.07 -0.36 -0.07
O -2.4907 0.6286 -0.4883 -1.30 0.08 -0.12
C -3.0425 1.3632 -1.5984 0.35 0.29 0.31
C -4.4808 0.9070 -1.7845 0.04 -0.60 0.10
H -2.4071 1.2115 -2.4836 -0.16 -0.09 0.27
H -3.0146 2.4356 -1.3499 0.06 -0.12 -0.03
C -4.8693 0.4785 -0.3591 0.15 0.61 -0.02
H -4.4963 0.0271 -2.4409 -0.09 0.14 0.01
H -5.1338 1.6805 -2.1949 0.10 -0.13 0.02
C -3.5528 -0.0541 0.1993 0.33 -0.26 -0.21
H -5.6785 -0.2527 -0.3256 0.04 0.04 0.03
H -5.1670 1.3738 0.2013 -0.09 -0.17 -0.02
H -3.4602 -1.1330 -0.0061 0.06 0.15 0.10
H -3.4337 0.1074 1.2794 -0.01 -0.02 -0.25
C 2.6289 -4.7074 1.6896 0.08 -0.34 -0.12
Si 3.9732 -3.5768 1.0073 -0.22 0.84 0.15
C 5.6294 -4.1652 1.6797 0.18 -0.48 -0.09
C 4.0217 -3.7099 -0.8713 0.05 -0.43 -0.13
Si 3.5571 -1.3527 1.6445 -0.51 -0.18 0.58
Te 1.0738 -1.0390 1.6784 0.28 -1.01 2.33
Si 3.3690 -1.1800 3.9838 0.34 -0.28 -1.01
C 4.9909 -1.7810 4.7319 -0.04 0.12 0.73
C 3.1185 0.6262 4.4389 -0.02 0.12 0.41
C 1.9952 -2.2594 4.6957 -0.20 0.08 0.38
Si 5.3027 0.0235 0.8405 -0.58 -0.10 0.13
C 6.9557 -0.6263 1.4785 0.29 0.02 -0.09
C 5.2964 -0.0515 -1.0398 0.31 0.27 -0.26
C 5.2672 1.8323 1.3753 0.17 0.19 -0.13
H 2.8296 -5.7247 1.3181 -0.09 0.10 0.11
H 1.6223 -4.4167 1.3658 0.25 0.04 0.14
H 2.6424 -4.7422 2.7872 0.00 0.06 -0.25
H 5.7478 -5.2190 1.3840 0.11 0.12 0.10
H 6.4785 -3.6104 1.2632 -0.20 -0.09 0.10
H 5.6835 -4.1203 2.7743 -0.03 0.05 -0.24
H 3.0936 -3.3750 -1.3501 0.23 -0.02 0.14
H 4.8596 -3.1500 -1.3049 -0.15 -0.09 0.12
H 4.1635 -4.7706 -1.1276 0.00 0.14 -0.10
H 5.8462 -1.1716 4.4144 -0.17 -0.14 0.05
H 4.8806 -1.6826 5.8229 0.32 -0.12 -0.05
H 5.1950 -2.8345 4.5028 -0.07 0.24 0.02
H 2.2186 1.0516 3.9767 0.22 -0.20 0.05
H 3.0006 0.6734 5.5332 0.03 0.17 -0.16
H 3.9823 1.2450 4.1585 -0.18 -0.17 0.09
H 0.9996 -1.9796 4.3205 0.49 -0.10 0.12
H 2.1530 -3.3262 4.4867 0.02 0.25 0.07
H 1.9911 -2.1095 5.7863 0.04 -0.16 -0.06
H 7.1893 -1.6371 1.1267 -0.07 0.17 0.10
H 7.7440 0.0426 1.1003 -0.09 -0.12 0.06
H 7.0180 -0.6127 2.5740 -0.08 -0.05 -0.23
H 4.3465 0.3030 -1.4608 0.12 -0.11 0.16
H 6.0897 0.6106 -1.4198 -0.11 -0.12 -0.04
H 5.4939 -1.0587 -1.4276 -0.09 0.19 0.13
H 4.4233 2.3843 0.9468 0.22 -0.07 0.14
H 5.2527 1.9512 2.4657 -0.07 -0.07 -0.21
H 6.1923 2.3072 1.0127 -0.15 -0.06 0.04
```
Positions in Å, forces in eV/Å.

For the HOMO energy (alpha / beta), the calculation gives -2.6 / -2.7 eV. The energy above the lowest of the compared OMol25 structures with the same formula, charge and spin is 0.0 kcal per mole. As for the spin multiplicity: 4. For the LUMO energy (alpha / beta), the calculation gives 2.030 / 2.030 eV. As for the molar mass: 722.62 g/mol. The value obtained for the max |F| is 2.556 eV/A. As for the charge: -1. The total energy is -4059.10822 hartree.

***

Record 3
The following is a quantum chemistry calculation of a cluster of 2 separate species, C3H10S in total, from the Open Molecules 2025 dataset.

Geometry as XYZ:
```
14
Properties=species:S:1:pos:R:3:forces:R:3
C 2.9481 3.0890 -2.7532 0.01 -0.04 0.43
H 2.7042 4.0592 -3.1817 0.06 -0.07 0.01
H 2.2384 2.8503 -1.9622 -0.16 0.07 -0.02
H 3.9334 3.1114 -2.2832 -0.02 0.04 -0.28
H 2.8947 2.3113 -3.5072 0.11 -0.01 -0.13
C -1.0020 -2.1131 -0.0117 -0.21 -0.19 -0.35
S -0.3757 -0.9643 1.1630 -0.11 0.29 -0.03
C -1.6176 0.3217 1.1521 0.23 -0.34 0.32
H -0.3376 -2.9723 -0.0380 0.04 0.01 -0.04
H -1.1240 -1.6775 -1.0149 0.24 0.12 0.25
H -2.0017 -2.4144 0.3033 -0.09 -0.10 0.16
H -1.4956 0.8933 0.2273 -0.16 0.00 0.05
H -2.5929 -0.1575 1.2336 -0.09 0.07 -0.26
H -1.4572 0.9365 2.0344 0.15 0.14 -0.10
```
Positions in Å, forces in eV/Å.

For the HOMO energy (alpha / beta), the calculation gives -15.4 / -15.4 eV. The energy above the lowest of the compared OMol25 structures with the same formula, charge and spin is 0.0 kcal per mole. As for the spin multiplicity: 2. For the LUMO energy (alpha / beta), the calculation gives -3.449 / -8.672 eV. As for the molar mass: 78.18 g/mol. The value obtained for the max |F| is 0.519 eV/A. As for the charge: +1. The total energy is -518.14941 hartree.